The following is a quantum chemistry calculation of a molecular structure, C10H24CrN4S2, from the Open Molecules 2025 dataset.

Results
Frontier orbital gap (alpha / beta): 7.066 / 6.556 eV
<S²>: 0.84
Energy: -2455.137524 Ha
E_HOMO (alpha / beta): -10.103 / -10.170 eV

Geometry as ORCA input:
```
! RIJCOSX wB97M-V def2-TZVPD def2/J DEFGRID3
* xyz 1 2
Cr 0.59267 0.10293 -0.13945
N -0.89631 -1.37939 -0.62022
C -2.15231 -0.79148 -1.15007
C -2.20849 0.68873 -0.80330
N -0.91180 1.33058 -1.09977
C -0.80181 2.65142 -0.44205
C 0.65090 3.09516 -0.37156
N 1.46744 2.02571 0.24586
C -0.66094 1.43385 -2.55982
C 0.22359 0.31267 -3.09164
N 1.36033 0.10154 -2.17207
H -0.58474 -2.15312 -1.19783
H -1.04909 -1.76835 0.30703
H -3.03178 -1.29506 -0.74803
H -2.17613 -0.93473 -2.22959
H -2.39084 0.80212 0.26465
H -3.02686 1.17444 -1.34693
H -1.19698 2.54624 0.56945
H -1.40385 3.40688 -0.95945
H 0.71943 4.03283 0.18209
H 1.04862 3.28920 -1.36797
H 1.41988 2.08024 1.26013
H 2.44802 2.13994 0.01009
H -0.16809 2.38568 -2.75711
H -1.60619 1.45826 -3.11011
H 0.54681 0.55970 -4.10533
H -0.32214 -0.62636 -3.15493
H 2.04953 0.83773 -2.29820
H 1.84265 -0.76188 -2.40304
C -0.22384 -1.83514 3.98479
C 0.33962 -1.35402 2.67794
S -0.26727 0.11503 2.02816
C 1.34855 -2.05593 2.03998
C 1.91301 -3.31744 2.63147
S 2.03268 -1.46057 0.58848
H -0.97295 -1.14527 4.36424
H 0.56594 -1.93470 4.73252
H -0.68360 -2.82018 3.87444
H 2.25309 -3.15296 3.65580
H 2.75462 -3.67717 2.04486
H 1.15863 -4.10710 2.66649
*
```

natural (NBO) population analysis, charges in e, atoms 1 to 6:
1. Cr 0.490
2. N -0.783
3. C -0.234
4. C -0.230
5. N -0.445
6. C -0.227

=====

The following is a quantum chemistry calculation of 18 unconnected molecules or ions with the total composition C72H144O18, from the Open Molecules 2025 dataset.

Results
Frontier orbital gap: 9.427 eV
Energy: -4183.459867 Ha
E_HOMO: -9.052 eV

Geometry as ORCA input:
```
! RIJCOSX wB97M-V def2-TZVPD def2/J DEFGRID3
* xyz 0 1
C -0.71583 0.04850 -4.49773
C -0.95150 0.97515 -5.72649
C -2.40344 0.51538 -6.01897
O -2.92120 -0.25424 -4.97735
C -2.01127 -0.27036 -3.87541
H 0.09243 0.36550 -3.83871
H -0.32237 -0.90445 -4.85154
H -0.28783 0.72479 -6.55411
H -0.94103 2.06279 -5.65550
H -2.35047 -0.11507 -6.90656
H -2.93149 1.44130 -6.24686
H -2.06046 -1.26559 -3.43360
H -2.41338 0.43347 -3.14667
C -7.73761 -1.02125 -3.00107
C -6.53932 -0.86968 -3.94930
C -5.80492 0.34862 -3.46797
O -6.51040 0.85163 -2.46966
C -7.27234 -0.14562 -1.84370
H -7.79457 -2.07838 -2.74156
H -8.65218 -0.63693 -3.45270
H -6.87648 -0.85487 -4.98574
H -5.94564 -1.77939 -3.85947
H -5.85005 1.14537 -4.21044
H -4.77958 0.17088 -3.14365
H -8.22024 0.14409 -1.39022
H -6.70454 -0.50901 -0.98715
C 5.68821 1.09361 -2.63497
C 6.88632 1.92331 -3.07542
C 8.12790 1.21645 -2.66081
O 7.70125 0.02334 -1.89702
C 6.34558 0.25544 -1.45112
H 5.42093 0.45769 -3.47893
H 4.81313 1.64713 -2.29444
H 6.80251 2.89866 -2.59608
H 6.84385 2.04790 -4.15745
H 8.75301 1.86569 -2.04776
H 8.51382 0.90077 -3.63010
H 6.45512 0.80699 -0.51737
H 5.85908 -0.70958 -1.30913
C -3.25899 3.14250 -3.36454
C -1.78373 3.40049 -2.95345
C -1.83125 4.16531 -1.59032
O -2.87531 3.43994 -0.98168
C -3.87552 3.03632 -1.90688
H -3.62047 2.22693 -3.83269
H -3.51796 3.96781 -4.02778
H -1.37381 3.92111 -3.81891
H -1.19064 2.48683 -2.91405
H -2.07079 5.22845 -1.56950
H -0.91077 4.00483 -1.02901
H -4.76381 3.66430 -1.97542
H -3.99238 1.96523 -1.74187
C -1.13153 -7.06657 1.87251
C -0.89377 -7.36959 3.30836
C -1.38046 -6.09812 4.01543
O -1.80943 -5.17819 3.02437
C -2.03351 -5.90179 1.83165
H -1.65853 -7.80959 1.27393
H -0.18516 -6.77541 1.41676
H 0.13603 -7.68328 3.47927
H -1.50942 -8.23558 3.55151
H -0.65187 -5.66089 4.69814
H -2.32103 -6.29577 4.52959
H -1.85555 -5.26841 0.96259
H -3.11268 -6.05497 1.83714
C -1.51246 -3.99822 -5.62997
C -2.49821 -5.18281 -5.56175
C -2.00112 -6.13281 -4.46143
O -0.83496 -5.46377 -3.85238
C -0.87346 -4.01490 -4.17291
H -2.02526 -3.06446 -5.86066
H -0.72635 -4.21682 -6.35271
H -2.61334 -5.73818 -6.49255
H -3.47316 -4.77326 -5.29749
H -1.67931 -7.09988 -4.84784
H -2.72786 -6.35587 -3.68028
H 0.02918 -3.42100 -4.02934
H -1.57572 -3.72681 -3.39064
C -1.41913 3.26869 4.08880
C -0.10627 2.50558 3.91779
C 0.75182 3.07523 5.09756
O -0.19008 3.38792 6.12225
C -1.33968 3.86410 5.50481
H -2.09744 2.42208 3.98272
H -1.44283 4.12876 3.41961
H 0.37772 2.76324 2.97573
H -0.18736 1.41970 3.96663
H 1.29418 3.98968 4.85727
H 1.49665 2.39621 5.51261
H -1.36673 4.95284 5.46013
H -2.16637 3.52458 6.12884
C -3.70772 -0.94354 8.07789
C -2.39580 -0.89054 7.49406
C -2.59363 -0.87373 5.98494
O -3.97236 -0.57890 5.79617
C -4.50388 -0.18228 7.00642
H -3.83935 -0.40511 9.01643
H -4.04879 -1.97431 8.17424
H -1.72383 -1.74668 7.55383
H -1.88397 0.02971 7.77559
H -2.43884 -1.84484 5.51475
H -1.95336 -0.07450 5.61159
H -5.58354 -0.20923 7.15373
H -4.38467 0.90118 7.00477
C -3.89890 -4.90270 -1.01854
C -4.71700 -6.06730 -1.76385
C -5.57080 -5.30860 -2.87243
O -4.88447 -4.04699 -2.98994
C -4.24321 -3.64385 -1.82752
H -2.83851 -5.14056 -1.10273
H -4.09053 -4.82355 0.05156
H -5.32746 -6.70503 -1.12453
H -4.10127 -6.82981 -2.24088
H -6.55058 -5.03865 -2.47842
H -5.82618 -5.86554 -3.77393
H -4.97582 -3.04368 -1.28791
H -3.34351 -3.05338 -2.00067
C -5.21264 4.64592 1.90211
C -6.02201 5.93014 1.89138
C -4.92483 6.82405 2.52232
O -3.64922 6.39856 2.21770
C -3.77826 5.11014 1.61800
H -5.61627 3.89625 1.22153
H -5.36106 4.27848 2.91752
H -6.99499 5.79092 2.36258
H -6.07889 6.40239 0.91065
H -4.99537 6.72005 3.60505
H -5.06161 7.84019 2.15237
H -2.94324 4.45871 1.87582
H -3.68896 5.29819 0.54806
C 7.73863 3.55142 1.81537
C 8.30173 4.80193 2.51598
C 7.33272 5.86653 2.17837
O 6.58187 5.35458 1.03984
C 6.39404 3.95553 1.16961
H 7.90185 2.58441 2.29111
H 8.43371 3.41025 0.98770
H 9.28268 5.12624 2.16861
H 8.60016 4.73917 3.56245
H 7.92335 6.70103 1.80041
H 6.68667 6.12444 3.01754
H 6.16157 3.65057 0.14929
H 5.57163 3.66016 1.82114
C 0.59153 -3.01903 4.04842
C 1.15978 -1.94355 4.87373
C 2.46938 -1.63507 4.24560
O 2.21713 -2.06078 2.86076
C 1.23550 -3.04117 2.71611
H -0.49442 -2.93319 4.01039
H 0.75642 -3.93833 4.61037
H 1.08198 -2.21371 5.92684
H 0.65663 -0.97780 4.82595
H 3.33575 -2.19588 4.59627
H 2.74316 -0.58259 4.17195
H 1.74904 -3.99399 2.58765
H 0.71997 -2.86505 1.77202
C 7.55859 -1.75425 1.35584
C 6.34998 -2.58818 1.27623
C 6.28052 -3.37012 2.55445
O 7.06816 -2.67879 3.47329
C 8.06738 -2.03353 2.79490
H 7.29877 -0.69645 1.39635
H 8.17714 -2.03765 0.50427
H 6.39804 -3.20587 0.37944
H 5.47290 -1.94614 1.19486
H 6.84163 -4.29795 2.44317
H 5.30131 -3.65140 2.94194
H 8.95668 -2.64481 2.94849
H 8.43864 -1.09428 3.20486
C 2.72848 2.68219 -5.22310
C 2.08893 3.97995 -4.65232
C 2.34369 4.95383 -5.70725
O 2.46907 4.12932 -6.88629
C 3.06376 2.89873 -6.73173
H 2.05165 1.83831 -5.08942
H 3.56700 2.40482 -4.58430
H 2.33317 4.30100 -3.63971
H 1.01886 3.77796 -4.69980
H 3.30955 5.41558 -5.50228
H 1.74426 5.85363 -5.84558
H 4.14842 2.98742 -6.79306
H 2.75057 2.16555 -7.47501
C 2.01237 6.00673 0.90747
C 3.25809 5.26374 1.09671
C 3.21695 4.32221 -0.11187
O 1.88241 4.10123 -0.38789
C 0.98708 5.04948 0.32870
H 2.23076 6.88521 0.30027
H 1.47525 6.42095 1.76071
H 3.20029 4.81510 2.08842
H 4.06497 5.99604 1.12485
H 3.78077 3.42792 0.15355
H 3.77653 4.87206 -0.86861
H 0.39978 4.50942 1.07134
H 0.33307 5.59500 -0.35158
C 0.15377 0.53381 0.77136
C 1.60127 0.24774 0.49061
C 1.64982 -0.11382 -1.01012
O 0.28890 -0.42856 -1.36073
C -0.58809 -0.44542 -0.18493
H -0.04197 1.51030 0.32836
H -0.09999 0.53563 1.83141
H 2.01466 -0.57839 1.06915
H 2.32686 1.00518 0.78709
H 2.37988 -0.87401 -1.28801
H 1.96505 0.77984 -1.54874
H -0.62190 -1.42501 0.29190
H -1.64444 -0.33509 -0.42999
C 2.74056 -3.63144 -0.41384
C 3.00743 -3.38116 -1.87510
C 2.95087 -4.78575 -2.57864
O 2.66577 -5.61042 -1.44608
C 3.26681 -5.06296 -0.27361
H 1.67866 -3.70721 -0.17987
H 3.05846 -2.80495 0.22173
H 3.95535 -2.88114 -2.07396
H 2.23663 -2.73954 -2.30205
H 3.84229 -5.14562 -3.09243
H 2.19479 -5.08641 -3.30394
H 4.35341 -5.06256 -0.35956
H 3.01026 -5.54769 0.66836
C -3.48707 0.30714 2.42087
C -3.96247 -1.16997 2.49754
C -3.80440 -1.74622 1.12358
O -3.84198 -0.59049 0.30657
C -3.92001 0.67919 0.99188
H -2.40227 0.20324 2.44356
H -3.81544 0.86017 3.30089
H -4.98571 -1.21817 2.87004
H -3.35934 -1.80677 3.14470
H -4.61008 -2.45410 0.92894
H -2.89447 -2.30368 0.90142
H -4.93430 1.07610 1.03392
H -3.10514 1.37372 0.78765
*
```

Mulliken population analysis, charges in e, atoms 1 to 6:
1. C -0.071
2. C -0.269
3. C -1.078
4. O -0.308
5. C 2.574
6. H -0.256

=====

The following is a quantum chemistry calculation of a molecular structure, C29H29MnN9O, from the Open Molecules 2025 dataset.

Results
Frontier orbital gap (alpha / beta): 3.177 / 4.371 eV
<S²>: 9.09
Energy: -2840.697196 Ha
E_HOMO (alpha / beta): 1.435 / 0.241 eV

Geometry as ORCA input:
```
! RIJCOSX wB97M-V def2-TZVPD def2/J DEFGRID3
* xyz -2 6
Mn 0.58847 -0.46143 -0.15023
N -0.49613 3.27503 -2.10416
C -0.59301 2.24177 -1.20124
N 0.15741 1.16637 -1.14225
C 1.17699 1.04068 -2.12000
N 2.03309 0.03289 -2.18237
N 1.72339 -1.05345 -1.33895
C 2.56089 -1.25195 -0.35606
C 2.09453 -2.15500 0.73400
C 2.91428 -3.11838 1.29287
C 2.35202 -3.96031 2.25764
C 1.01330 -3.78479 2.62964
C 0.27900 -2.77331 2.02849
N 0.78129 -1.94902 1.08742
C 1.30002 2.10452 -3.16465
C 2.23346 1.99445 -4.19990
C 2.28812 2.96251 -5.19559
C 1.41806 4.05240 -5.15371
C 0.49151 4.16737 -4.12627
C 0.41533 3.18542 -3.13209
H -1.20907 3.98236 -2.14396
H -1.38281 2.39810 -0.51244
H 3.53645 -0.76226 -0.27195
H 3.93731 -3.24770 0.96156
H 2.94201 -4.75533 2.70433
H 0.55137 -4.42777 3.37005
H -0.76046 -2.59867 2.28908
H 2.90079 1.14008 -4.24243
H 3.00364 2.86658 -6.00566
H 1.46080 4.80654 -5.93411
H -0.17933 5.02245 -4.11200
C -4.71701 1.70192 1.00520
C -4.93894 0.37639 0.66232
C -3.86477 -0.44836 0.33490
C -2.54146 0.03526 0.33878
C -2.34893 1.35499 0.69374
C -3.41913 2.19288 1.02331
N -1.42476 -0.77221 0.01152
N -1.80232 -1.97558 -0.23414
C -0.77913 -2.86684 -0.56891
C -1.15092 -4.18421 -0.83683
C -0.18112 -5.12236 -1.17473
C 1.14318 -4.72890 -1.24069
C 1.45638 -3.40585 -0.96373
N 0.52123 -2.44990 -0.62158
H -5.55091 2.34891 1.26213
H -5.94968 -0.02032 0.64832
H -4.06487 -1.48033 0.06924
H -1.34455 1.73911 0.72422
H -3.23056 3.22718 1.29805
H -2.19458 -4.46938 -0.78047
H -0.46221 -6.14997 -1.38552
H 1.92310 -5.43405 -1.50374
H 2.47284 -3.06892 -1.01072
C 0.53189 2.93269 2.39049
C 0.20754 1.48061 2.76831
C -1.19886 1.37901 3.36710
C 1.22971 0.94268 3.76974
N 0.28632 0.65135 1.54707
H 0.49711 3.58800 3.27238
H -0.18177 3.32557 1.66048
H 1.53276 3.01660 1.95577
H -1.27841 1.98152 4.28317
H -1.44518 0.34447 3.62855
H -1.95132 1.72963 2.68700
H 1.21587 1.52823 4.69765
H 2.24665 0.98686 3.36554
H 1.02040 -0.09890 4.03219
O 0.20369 -0.32793 -1.74120
*
```

natural (NBO) population analysis, charges in e, atoms 1 to 6:
1. Mn 0.698
2. N -0.565
3. C 0.102
4. N -0.338
5. C 0.388
6. N -0.326

=====

Number 1: F_max 1.26 eV/Å. Number 2: F_max 5.43 eV/Å. Number 3: F_max 14.41 eV/Å.